# 1
Here is a gas-phase ion, C23H26NO3 (charge +1) from the OMol25 dataset. Energies are from ωB97M-V with the def2-TZVPD basis set.

As for the spin multiplicity: 1. As for the charge: +1. Its SMILES is COc1cc(C[NH2+]Cc2ccccc2)ccc1OC[C@H](O)c1ccccc1. The HOMO-LUMO gap is 8.24 eV. The calculation puts the energy above the lowest of the compared OMol25 structures with the same formula, charge and spin at 1.9 kcal/mol.

Last column: Löwdin charge in e.
Cartesian coordinates (Å):
C1 0.9401 2.5492 2.2402  -0.0578
H1 0.9626 3.4569 1.6303  0.1028
H2 -0.0280 2.4655 2.7441  0.0991
H3 1.7281 2.6002 2.9888  0.1020
O1 1.2229 1.4033 1.4694  -0.0554
C2 0.4414 1.1159 0.4085  -0.1804
C3 -0.6943 1.8092 0.0330  0.0276
C4 -1.4198 1.4264 -1.0976  -0.2562
C5 -1.0074 0.3328 -1.8393  -0.0475
C6 0.1217 -0.3832 -1.4692  0.0153
C7 0.8570 -0.0093 -0.3557  -0.1749
O2 1.9616 -0.6158 0.0955  -0.0166
C8 2.5157 -1.7073 -0.6162  -0.1073
H4 1.8193 -2.5552 -0.6067  0.1418
C9 3.8186 -2.1072 0.1160  -0.3115
C10 4.8416 -0.9962 -0.0034  -0.1738
C11 4.7143 0.1768 0.7311  -0.0311
C12 5.6497 1.1881 0.5988  -0.0719
C13 6.7210 1.0398 -0.2648  -0.0839
C14 6.8535 -0.1260 -0.9994  -0.0759
C15 5.9185 -1.1377 -0.8690  -0.0325
H5 6.0287 -2.0486 -1.4396  0.1134
H6 7.6887 -0.2504 -1.6719  0.1054
H7 7.4518 1.8284 -0.3627  0.1041
H8 5.5418 2.0953 1.1751  0.1036
H9 3.8773 0.3139 1.4004  0.1031
O3 3.5387 -2.4766 1.4384  0.0116
H10 3.2405 -1.6919 1.9144  0.0909
H11 4.2036 -3.0129 -0.3650  0.1546
H12 2.7423 -1.4235 -1.6507  0.1444
H13 0.4284 -1.2276 -2.0634  0.1152
H14 -1.5458 0.0358 -2.7284  0.1181
C16 -2.6658 2.1653 -1.4931  -0.0789
H15 -2.7853 3.0805 -0.9123  0.1375
H16 -2.6454 2.4180 -2.5555  0.1420
N1 -3.8594 1.2904 -1.2515  0.0680
H17 -4.7041 1.6980 -1.6678  0.1913
H18 -3.6825 0.3876 -1.7134  0.1693
C17 -4.1208 1.0071 0.1926  -0.0829
C18 -5.1893 -0.0444 0.3120  -0.2364
C19 -4.8597 -1.3813 0.1120  -0.0421
C20 -5.8379 -2.3563 0.1864  -0.0582
C21 -7.1499 -2.0017 0.4578  -0.0578
C22 -7.4829 -0.6722 0.6566  -0.0579
C23 -6.5064 0.3062 0.5797  -0.0376
H19 -6.7676 1.3414 0.7441  0.1155
H20 -8.5023 -0.3954 0.8736  0.1134
H21 -7.9111 -2.7629 0.5204  0.1137
H22 -5.5760 -3.3920 0.0383  0.1132
H23 -3.8329 -1.6601 -0.0821  0.1174
H24 -4.4235 1.9365 0.6772  0.1428
H25 -3.1806 0.6624 0.6290  0.1365
H26 -1.0176 2.6681 0.5993  0.1150

Atoms 1-6, force components in eV/Å:
C -0.1 0.3 0.2
H 0.0 0.0 0.0
H 0.0 0.0 0.0
H -0.1 0.0 0.0
O 0.0 -0.3 -0.3
C 0.1 -0.2 0.0

***

# 2
Here is a molecular structure, C23H26NO6RuSi in a non-equilibrium geometry from the OMol25 dataset. Energies are from ωB97M-V with the def2-TZVPD basis set.

As for the spin multiplicity: 2. As for the charge: 0. The HOMO-LUMO gap (spin up / spin down) is 7.60 / 7.65 eV. Its expectation value of S² is 0.755.

Last column: Löwdin charge in e.
Cartesian coordinates (Å):
Ru1 -0.1145 0.3524 0.4776  1.4864
O1 -2.9838 2.8330 1.9355  0.1123
C1 -2.3581 1.8369 1.6743  -0.5603
O2 -1.1918 1.8825 1.0474  -0.1691
C2 -2.9457 0.4548 1.9582  -0.0858
C3 -3.0904 -0.2768 0.6295  -0.2369
C4 -4.0070 -1.4853 0.7251  -0.0782
C5 -3.1521 -2.4649 1.5625  -0.0809
C6 -1.8685 -1.6742 1.7729  -0.2214
O3 -1.7737 -0.9138 0.5145  -0.2233
C7 -2.0686 -0.5518 2.7867  -0.0969
C8 -0.7309 0.0049 3.2811  -0.5842
O4 -0.6401 0.4631 4.3948  0.1074
O5 0.2536 -0.1170 2.4261  -0.1629
H1 -3.9117 0.6095 2.4314  0.1601
H2 -3.2407 0.3648 -0.2308  0.1229
H3 -4.2020 -1.8843 -0.2692  0.1116
H4 -4.9590 -1.2298 1.1863  0.1257
H5 -2.9615 -3.3939 1.0280  0.1188
H6 -3.6052 -2.7145 2.5207  0.1230
H7 -0.9612 -2.2567 1.8936  0.1611
H8 -2.6154 -0.8850 3.6662  0.1578
C9 -0.7906 0.6137 -4.3852  -0.1890
Si1 -1.2317 0.1562 -2.6111  0.4586
C10 -2.1319 -1.4938 -2.6654  -0.1596
C11 -2.3701 1.5650 -2.1083  -0.1683
N1 0.1221 0.1342 -1.4691  -0.1922
C12 1.4663 -0.0417 -1.8706  -0.2678
C13 1.9122 -0.3643 -3.1536  -0.0368
C14 3.2631 -0.4912 -3.4505  -0.0838
C15 4.2297 -0.3121 -2.4795  -0.0841
C16 3.8269 -0.0275 -1.1815  -0.0050
C17 2.4806 0.0845 -0.9202  -0.1887
O6 1.9871 0.2854 0.3800  -0.1417
C18 2.8975 0.5815 1.4151  -0.2886
C19 3.2569 1.8982 1.6101  0.0069
C20 4.1365 2.1949 2.6403  -0.0599
C21 4.6324 1.1792 3.4456  -0.0758
C22 4.2478 -0.1366 3.2283  -0.0591
C23 3.3683 -0.4467 2.2020  -0.0070
H9 -1.7241 0.9724 -4.8305  0.0379
H10 -0.4377 -0.2078 -5.0073  0.0247
H11 -0.0712 1.4328 -4.4363  0.0440
H12 -3.1663 -1.3579 -2.9905  0.0353
H13 -2.1313 -1.9920 -1.6956  0.0103
H14 -1.6506 -2.1652 -3.3804  0.0309
H15 -3.4066 1.3324 -2.3705  0.0435
H16 -2.0895 2.4453 -2.6922  0.0407
H17 -2.3203 1.8635 -1.0631  0.0022
H18 1.2031 -0.5298 -3.9443  0.0687
H19 3.5525 -0.7362 -4.4643  0.1054
H20 5.2808 -0.4081 -2.7126  0.1041
H21 4.5486 0.0941 -0.3863  0.1214
H22 2.8448 2.6700 0.9729  0.1330
H23 4.4258 3.2217 2.8184  0.1085
H24 5.3114 1.4153 4.2539  0.1047
H25 4.6234 -0.9243 3.8674  0.1081
H26 3.0326 -1.4589 2.0224  0.1310

Atoms 1-6, force components in eV/Å:
Ru 0.5 -0.8 0.2
O 0.0 0.1 0.0
C 0.0 -0.1 0.1
O -0.1 0.1 0.0
C 0.1 0.0 0.2
C 0.0 -0.1 -0.1

***

# 3
Here is a molecular structure, C23H27AsCoF6N5OS in a non-equilibrium geometry from the OMol25 dataset. Energies are from ωB97M-V with the def2-TZVPD basis set.

As for the spin multiplicity: 5. As for the charge: +2. The HOMO-LUMO gap (spin up / spin down) is 9.21 / 5.01 eV. Its expectation value of S² is 6.018. The calculation puts the energy above the lowest of the compared OMol25 structures with the same formula, charge and spin at 24.3 kcal/mol.

Last column: Löwdin charge in e.
Cartesian coordinates (Å):
Co1 -0.0741 -0.7093 0.3833  0.7425
C1 -0.3217 2.2084 1.3960  -0.0964
N1 0.5700 1.6111 0.4083  -0.0836
C2 2.0103 1.7645 0.5867  -0.0896
C3 2.6330 0.4849 0.1293  -0.2732
N2 1.8887 -0.5361 -0.2693  0.0759
C4 2.7587 -1.5817 -0.5035  -0.2156
C5 2.5328 -2.9042 -0.8696  -0.0289
C6 3.6266 -3.7438 -0.9284  -0.0561
C7 4.9196 -3.2912 -0.6549  -0.0519
C8 5.1672 -1.9773 -0.3079  0.0110
C9 4.0699 -1.1343 -0.2365  -0.1709
N3 3.9419 0.1865 0.1385  0.2083
C10 -1.6713 1.6629 1.0778  -0.2813
N4 -1.8276 0.4979 0.4645  0.0737
C11 -3.1889 0.3685 0.2410  -0.2015
C12 -3.9454 -0.6260 -0.3723  -0.0361
C13 -5.3047 -0.4215 -0.4917  -0.0599
C14 -5.9231 0.7379 -0.0160  -0.0500
C15 -5.1992 1.7253 0.6205  0.0130
C16 -3.8340 1.5213 0.7437  -0.1640
N5 -2.8328 2.3066 1.2679  0.2067
H1 -0.3311 3.3076 1.3698  0.1469
H2 -0.0185 1.8886 2.3979  0.1363
H3 0.3156 1.9609 -0.5128  0.1446
H4 2.2341 1.9078 1.6489  0.1409
H5 2.4067 2.6253 0.0332  0.1472
H6 1.5291 -3.2662 -1.0451  0.0554
H7 3.4829 -4.7856 -1.1694  0.1134
H8 5.7420 -3.9867 -0.7068  0.1170
H9 6.1588 -1.6273 -0.0693  0.1228
H10 4.7057 0.7973 0.3891  0.1893
H11 -3.4884 -1.5516 -0.7013  0.0411
H12 -5.9150 -1.1837 -0.9510  0.1130
H13 -6.9875 0.8509 -0.1430  0.1186
H14 -5.6671 2.6144 1.0116  0.1245
H15 -2.9620 3.1998 1.7208  0.1898
C17 -0.0075 -3.3869 -3.9923  -0.2214
As1 -1.4218 -2.4423 -3.0507  0.8528
C18 -3.0521 -3.4255 -3.4636  -0.2192
C19 -1.5832 -0.6337 -3.7693  -0.2146
S1 -1.0659 -2.4913 -0.9155  0.4565
H16 -0.2065 -3.3514 -5.0635  0.0551
H17 -0.0075 -4.4297 -3.6665  0.0557
H18 0.9648 -2.9383 -3.7869  0.0406
H19 -2.9614 -3.8514 -4.4657  0.0528
H20 -3.9233 -2.7698 -3.4292  0.0448
H21 -3.1889 -4.2417 -2.7507  0.0506
H22 -1.6266 -0.6616 -4.8583  0.0540
H23 -0.7194 -0.0448 -3.4560  0.0384
H24 -2.4982 -0.1854 -3.3772  0.0401
C20 1.0060 -3.8790 3.1318  0.0568
C21 0.5652 -2.4738 2.7060  -0.4423
O1 0.4933 -2.2946 1.3645  -0.2537
C22 1.5592 -1.4237 3.2586  -0.5468
F1 1.2529 -0.1965 2.7388  0.1002
F2 1.5834 -1.2829 4.5709  0.2069
F3 2.7990 -1.6791 2.8430  0.1823
C23 -0.8437 -2.1625 3.2702  -0.5638
F4 -1.7378 -3.0226 2.7980  0.1801
F5 -1.2343 -0.9336 2.8145  0.1015
F6 -0.9309 -2.1375 4.5877  0.2032
H25 1.9819 -4.0917 2.7035  0.1012
H26 0.2912 -4.6031 2.7520  0.1042
H27 1.0527 -3.9454 4.2170  0.1111

Atoms 1-6, force components in eV/Å:
Co 0.3 -0.6 -0.2
C 0.0 0.3 0.3
N -0.2 -0.3 -0.2
C 0.2 0.1 0.2
C -0.1 0.0 -0.1
N -0.3 0.4 0.3

***

# 4
Here is 7 unconnected molecules or ions with the total composition C23H27BBrF6N7O6P in a non-equilibrium geometry from the OMol25 dataset. Energies are from ωB97M-V with the def2-TZVPD basis set.

As for the spin multiplicity: 1. As for the charge: -1. The HOMO-LUMO gap is 6.09 eV.

Last column: Löwdin charge in e.
Cartesian coordinates (Å):
C1 4.2867 4.0590 2.2846  0.0327
C2 3.4780 3.5248 1.5549  -0.0593
C3 2.3448 2.8147 0.7587  -0.2912
O1 1.6620 3.5724 -0.2410  -0.0193
B1 1.1029 2.5205 -1.1348  -0.6813
C4 -0.5661 2.4161 -1.2421  -0.1305
O2 -1.0928 3.0833 -2.1197  0.0699
C5 -1.3961 1.5032 -0.2291  -0.2747
F1 -0.8261 0.2225 -0.3024  0.0792
F2 -1.1516 1.9251 1.0840  0.0919
C6 -2.9345 1.3533 -0.5358  -0.2670
F3 -3.0975 0.4194 -1.5590  0.0912
F4 -3.5740 2.5457 -0.8176  0.1184
C7 -3.7464 0.7343 0.7129  -0.2751
F5 -3.0035 -0.1651 1.4414  0.1143
F6 -4.8208 0.0516 0.1452  0.0870
C8 -4.3574 1.9067 1.5801  -0.3723
O3 -5.5562 1.8816 1.7742  0.1196
O4 -3.6228 2.9349 2.0978  0.1216
O5 1.8465 1.2823 -0.9493  -0.0820
C9 2.5540 1.2775 0.3015  -0.4725
P1 4.2799 0.5174 0.3272  0.6680
O6 4.9371 0.5730 1.9075  -0.4813
Br1 3.9569 -1.7230 -0.0787  0.4302
H1 4.8758 4.6233 3.0285  0.0211
H2 1.5459 2.7272 1.5644  0.1415
H3 1.4316 2.9318 -2.2286  0.1077
H4 -4.2955 3.5596 2.4415  0.1433
H5 1.8645 0.7321 0.9973  0.0512
H6 4.8974 -0.3267 2.2987  -0.0718
C10 4.6995 3.4451 6.7315  -0.0733
C11 3.6938 3.7952 5.7330  -0.2696
N1 2.9058 4.0704 4.9460  0.1602
H7 4.6896 2.3765 6.9492  0.0536
H8 5.7050 3.6999 6.3923  0.0815
H9 4.5290 3.9714 7.6721  0.0777
C12 -4.7007 0.4272 -4.5789  -0.0621
C13 -5.0501 -0.0397 -5.9172  -0.2568
N2 -5.3248 -0.4099 -6.9691  0.1232
H10 -4.1888 1.3902 -4.6107  0.0921
H11 -5.5859 0.5499 -3.9533  0.0857
H12 -4.0385 -0.2753 -4.0710  0.0765
C14 1.5524 -3.0657 -3.8597  -0.1166
C15 2.4498 -2.6634 -2.7835  -0.2007
N3 3.1483 -2.3435 -1.9186  -0.2424
H13 0.5757 -2.5840 -3.7657  0.0142
H14 1.9569 -2.7986 -4.8398  0.0764
H15 1.3835 -4.1432 -3.8619  0.0750
C16 -5.2225 -3.7873 -7.5312  -0.0748
C17 -4.4658 -4.3780 -6.4312  -0.2642
N4 -3.8706 -4.8426 -5.5662  0.1305
H16 -6.2854 -4.0203 -7.4543  0.0827
H17 -5.1271 -2.6999 -7.5434  0.0319
H18 -4.8758 -4.1571 -8.4973  0.0818
C18 -3.0703 -4.1618 -2.1057  -0.0640
C19 -1.7715 -3.5633 -2.3941  -0.1998
N5 -0.7513 -3.0869 -2.6211  0.1598
H19 -2.9687 -5.0787 -1.5232  0.0820
H20 -3.7057 -3.4824 -1.5349  0.0795
H21 -3.6053 -4.4155 -3.0229  0.0423
C20 -0.1736 -1.6595 2.9379  -0.0636
C21 1.1030 -0.9740 2.7642  -0.2291
N6 2.1057 -0.4313 2.6277  0.1677
H22 -0.0506 -2.6044 3.4701  0.0753
H23 -0.8784 -1.0522 3.5081  0.0777
H24 -0.6394 -1.8836 1.9765  0.0757
C22 5.9293 -0.2995 6.5722  -0.0779
C23 5.5497 -0.7094 5.2238  -0.2281
N7 5.2516 -1.0313 4.1652  0.1811
H25 6.4840 0.6401 6.5620  0.0735
H26 5.0535 -0.1556 7.2072  0.0763
H27 6.5622 -1.0466 7.0534  0.0786

Atoms 1-6, force components in eV/Å:
C -0.2 0.3 0.1
C -0.5 -0.3 -1.0
C -0.6 0.6 2.7
O 1.2 -1.5 0.9
B 1.5 0.8 -1.5
C 0.7 1.0 -0.1